15
Properties=species:S:1:pos:R:3 method="wB97M-V/def2-TZVPD" de_lowest_kj_mol=570.0 gap_ev=7.77 lumo_energy_ev=-0.5
C 2.10 -2.28 -0.66
C 1.28 -1.69 -1.67
C 0.21 0.00 0.43
C -1.04 -0.49 -0.20
C 0.39 1.41 0.90
N 1.55 -1.99 0.45
N 1.08 -0.86 0.67
Cl 1.64 -2.26 -3.24
H 2.65 -3.18 -0.77
H -0.62 -1.19 -0.87
H -1.44 0.23 -0.93
H -1.87 -0.95 0.37
H 1.42 1.64 1.08
H -0.08 1.44 1.97
H 0.01 2.14 0.23

15
Properties=species:S:1:pos:R:3 method="wB97M-V/def2-TZVPD" de_lowest_kj_mol=371.9 gap_ev="8.27 / 8.27" lumo_energy_ev="0.1 / 0.1"
C -2.18 0.21 0.41
C -1.08 -0.59 -0.07
C -1.90 2.65 0.56
C 2.33 -0.35 0.26
C 1.22 -0.70 -0.75
N -2.11 1.48 0.36
N 0.06 -0.08 -0.30
Cl 0.97 -2.63 -0.75
H -2.98 -0.43 0.77
H -1.44 -1.65 -0.06
H -2.07 3.55 -0.04
H 2.17 0.60 0.56
H 2.40 -1.05 0.98
H 3.32 -0.56 -0.18
H 1.30 -0.44 -1.73

16
Properties=species:S:1:pos:R:3 method="wB97M-V/def2-TZVPD" de_lowest_kj_mol=299.1 gap_ev=7.56 lumo_energy_ev=-4.7 total_charge=+1
N 3.73 0.10 -0.40
C 2.47 -0.13 -0.55
C 1.26 -0.27 -0.72
C -0.02 -0.40 -1.30
C -1.30 -0.11 -0.91
N -1.62 0.20 0.38
N -2.87 0.21 0.81
C -0.66 0.38 1.28
Cl -1.10 0.62 2.92
H 4.08 0.82 0.28
H 4.40 -0.38 -1.07
H 0.12 -0.86 -2.25
H -2.10 -0.65 -1.40
H -3.07 0.59 1.75
H -3.66 0.00 0.15
H 0.34 -0.13 1.02

14
Properties=species:S:1:pos:R:3 method="wB97M-V/def2-TZVPD" de_lowest_kj_mol=196.0 gap_ev=10.69 lumo_energy_ev=0.8
C -2.55 -1.39 -0.08
C -1.21 -0.82 -0.35
C -0.10 -0.34 -0.51
C 1.18 0.30 -0.30
C 1.18 1.32 0.90
O 1.60 0.96 -1.47
Cl 2.37 -1.03 0.05
H -2.69 -2.46 0.00
H -2.90 -0.82 0.72
H -3.04 -1.25 -0.99
H 2.26 1.49 1.10
H 0.73 2.28 0.78
H 0.68 0.83 1.67
H 2.49 0.94 -1.52